Below is C26H31N3O6 in the gas phase, with properties calculated with ωB97M-V/def2-TZVPD.

Last column: Mulliken charge in e.
Geometry (Å):
C1 -5.7176 0.7332 -1.1173  -1.363
C2 -4.3922 -0.0177 -1.1204  -0.352
C3 -3.2995 0.7700 -0.4024  -0.488
C4 -1.9745 0.0055 -0.4147  -1.405
N1 -0.9200 0.7655 0.2339  0.880
C5 -0.5729 0.4037 1.5164  0.800
O1 -0.9758 -0.6423 2.0168  -0.945
C6 0.2755 1.3625 2.2311  0.191
C7 0.4714 1.1824 3.7051  -1.205
C8 1.4309 0.0322 4.0478  -0.369
C9 0.7272 -1.3106 4.0701  0.591
O2 -0.1992 -1.5840 4.7808  -0.641
O3 1.3356 -2.1720 3.2447  -0.274
C10 0.8586 -3.5161 3.2166  -0.692
C11 0.7205 -3.9856 1.7669  0.820
O4 1.2335 -5.0095 1.3667  -0.694
N2 -0.0239 -3.1619 1.0135  -0.002
C12 -0.1702 -3.3523 -0.4082  -1.707
C13 0.3883 -2.2112 -1.2204  0.398
C14 -0.0794 -1.9710 -2.5035  -1.100
C15 0.4469 -0.9323 -3.2455  -0.465
C16 1.4356 -0.0947 -2.7379  -0.076
O5 1.8226 0.9029 -3.5854  -0.420
C17 3.0606 1.5562 -3.4119  -0.712
C18 1.9037 -0.3242 -1.4309  1.404
O6 2.8523 0.5281 -0.9258  -0.389
C19 3.4217 0.2398 0.3270  -0.881
C20 1.3783 -1.3863 -0.7051  0.025
N3 0.8297 2.3721 1.6592  -0.570
C21 0.6129 2.5993 0.3348  0.161
C22 1.2953 3.6539 -0.2833  -0.180
C23 1.0570 3.9510 -1.6019  -0.942
C24 0.1221 3.2072 -2.3208  -0.737
C25 -0.5620 2.1669 -1.7344  -0.673
C26 -0.3165 1.8280 -0.4001  0.970
H1 -6.4826 0.1576 -1.6321  0.403
H2 -5.6147 1.6934 -1.6183  0.330
H3 -6.0513 0.9130 -0.0980  0.338
H4 -4.0827 -0.2067 -2.1511  0.341
H5 -4.5203 -0.9845 -0.6296  0.332
H6 -3.1731 1.7428 -0.8832  0.465
H7 -3.5976 0.9473 0.6335  0.331
H8 -1.6709 -0.2461 -1.4317  0.112
H9 -2.0862 -0.9209 0.1524  0.470
H10 0.8717 2.1180 4.0959  0.450
H11 -0.4917 0.9681 4.1744  0.511
H12 2.2716 -0.0043 3.3553  0.277
H13 1.8146 0.1942 5.0573  0.337
H14 -0.1086 -3.5645 3.7302  0.382
H15 1.5819 -4.1557 3.7303  0.318
H16 -0.4179 -2.3211 1.4279  0.201
H17 0.3658 -4.2781 -0.6496  0.526
H18 -1.2280 -3.4960 -0.6579  0.303
H19 -0.8468 -2.6011 -2.9272  0.438
H20 0.1023 -0.7377 -4.2490  0.466
H21 3.0507 2.2210 -2.5459  0.160
H22 3.8798 0.8407 -3.3110  0.291
H23 3.2020 2.1412 -4.3208  0.283
H24 4.1808 1.0052 0.4815  0.285
H25 2.6815 0.3048 1.1301  0.138
H26 3.8904 -0.7489 0.3413  0.385
H27 1.7382 -1.5824 0.2925  0.480
H28 2.0044 4.2094 0.3094  0.505
H29 1.5862 4.7587 -2.0839  0.395
H30 -0.0630 3.4399 -3.3579  0.393
H31 -1.2633 1.6037 -2.3264  0.395

Atoms 1-6, force components in eV/Å:
C 0.143 -0.198 -0.063
C 0.014 0.286 0.138
C 0.095 -0.300 -0.135
C -0.456 -0.124 -0.130
N 0.079 -0.099 0.525
C -0.182 0.030 -0.680

Calculated values
Relative energy (zero: lowest compared OMol25 entry of this formula, charge and spin) ... 0.9 kcal/mol
SMILES ... CCCCn1c(=O)c(CCC(=O)OCC(=O)NCc2ccc(OC)c(OC)c2)nc2ccccc21
Spin multiplicity ... 1
HOMO-LUMO gap ... 7.879 eV
M ... 481.5 Da



Below is a molecular structure, CFeO3 at a distorted geometry, with properties calculated with ωB97M-V/def2-TZVPD.

Last column: Mulliken charge in e.
Geometry (Å):
O1 -0.4346 0.2338 0.0199  -0.317
C1 -1.5723 -0.0270 -0.0127  0.665
O2 -2.7000 -0.2278 -0.0015  -0.267
O3 3.1738 -0.2876 -0.0150  -0.826
Fe1 1.5331 0.3085 0.0092  0.745

Atomic forces in eV per Å
O -0.993 -0.088 -0.129
C -0.144 0.328 0.290
O 0.069 -0.180 -0.150
O -3.430 1.349 0.053
Fe 4.498 -1.409 -0.064

Calculated values
Spin multiplicity ... 5
HOMO-LUMO gap (alpha / beta) ... 7.531 / 7.134 eV
M ... 115.9 Da



Below is a molecular structure, C26H43GdN3S2 at a distorted geometry, with properties calculated with ωB97M-V/def2-TZVPD.

Last column: Mulliken charge in e.
Geometry (Å):
Gd1 0.3578 -0.9935 -2.1078  0.267
S1 -2.0341 -0.3570 -3.3071  0.056
S2 2.8098 -2.1868 -1.7483  0.070
C1 -3.5012 -0.8983 -2.3739  -1.008
C2 -1.8871 -1.7202 -4.5177  -0.732
C3 -1.1323 -2.9270 -4.0061  -0.778
N1 0.2607 -2.5818 -3.6703  -0.263
C4 1.0674 -3.7579 -3.2981  -0.728
C5 2.5197 -3.3849 -3.0995  -0.604
H1 -1.3884 -1.2956 -5.3882  0.460
H2 -2.8855 -2.0052 -4.8392  0.527
H3 -1.1635 -3.7133 -4.7677  0.506
H4 -1.6019 -3.3290 -3.1100  0.388
H5 1.0031 -4.5316 -4.0705  0.490
H6 0.6449 -4.1776 -2.3869  0.321
H7 2.9251 -2.9250 -4.0000  0.423
H8 3.1168 -4.2725 -2.9075  0.502
C6 2.8869 -3.3113 -0.3179  -0.779
H9 0.6800 -2.1855 -4.5079  0.407
H10 2.1617 -4.1154 -0.3971  0.273
H11 2.6634 -2.7204 0.5647  0.269
H12 3.8859 -3.7240 -0.2205  0.473
H13 -3.4558 -0.4177 -1.4015  0.400
H14 -3.5165 -1.9750 -2.2349  0.359
H15 -4.4058 -0.5789 -2.8814  0.434
C7 1.4254 0.7163 -3.4181  -0.627
C8 1.2165 1.2179 -2.1802  0.159
H16 0.7233 0.8971 -4.2214  0.407
H17 2.3745 0.2733 -3.6900  0.453
H18 0.3390 1.8083 -1.9534  -0.088
H19 1.9880 1.1855 -1.4227  0.406
C9 -1.5979 5.7118 0.8663  -1.511
C10 -0.3931 4.8672 0.4283  1.555
C11 0.1608 5.4325 -0.9154  -1.404
C12 0.7446 5.0250 1.4622  -1.827
C13 -0.7845 3.3889 0.1949  0.517
C14 -1.6755 3.0905 -0.8350  -1.064
C15 -1.7749 1.7916 -1.3179  -0.802
N2 -0.9715 0.7736 -0.7970  -0.074
C16 -0.3459 0.9869 0.3723  0.011
C17 -0.2172 2.3002 0.8924  -0.526
C18 0.0632 -0.2352 1.0268  -0.528
C19 0.1086 -0.2379 2.4191  0.416
C20 0.2092 -1.4278 3.1307  0.246
C21 0.2416 -2.6228 2.3682  -0.371
C22 0.1995 -2.5822 0.9523  -1.595
N3 0.1396 -1.3892 0.2935  0.275
C23 0.2260 -1.4186 4.6794  1.555
C24 -0.9755 -2.2234 5.2080  -1.474
C25 1.5433 -2.0362 5.1818  -1.514
C26 0.1245 0.0078 5.3018  -1.804
H20 -1.2951 6.7769 0.9814  0.443
H21 -1.9901 5.3466 1.8365  0.377
H22 -2.4095 5.6755 0.1102  0.307
H23 0.4977 6.4860 -0.8074  0.428
H24 1.0283 4.8304 -1.2698  0.281
H25 -0.5995 5.4253 -1.7246  0.369
H26 0.4296 4.6751 2.4649  0.385
H27 1.6447 4.4530 1.1387  0.412
H28 1.0500 6.0915 1.5471  0.405
H29 -2.1771 3.8725 -1.3905  0.533
H30 -2.2892 1.7807 -2.2598  0.403
H31 0.3991 2.4651 1.7615  0.788
H32 -0.0030 0.6962 2.9365  0.540
H33 0.3016 -3.5830 2.8622  0.585
H34 0.2366 -3.5027 0.3946  0.720
H35 -0.9395 -3.2768 4.8653  0.339
H36 -0.9888 -2.2248 6.3205  0.440
H37 -1.9265 -1.7678 4.8530  0.374
H38 2.4072 -1.4380 4.8163  0.362
H39 1.5732 -2.0398 6.2934  0.439
H40 1.6588 -3.0798 4.8280  0.342
H41 0.9769 0.6491 4.9859  0.406
H42 -0.8282 0.5068 5.0127  0.420
H43 0.1404 -0.0338 6.4117  0.381

Atoms 1-6, force components in eV/Å:
Gd -2.214 -1.083 4.019
S -0.711 -1.044 -1.030
S 0.692 -0.904 0.046
C 0.107 0.108 0.343
C -0.114 0.309 -0.159
C -0.453 -0.218 -0.191

Calculated values
Spin multiplicity ... 8
HOMO-LUMO gap (alpha / beta) ... 7.271 / 5.065 eV
M ... 619.0 Da
Total charge ... +3



Below is a molecular structure, C22H31N3O4S at a distorted geometry, with properties calculated with ωB97M-V/def2-TZVPD.

Last column: Mulliken charge in e.
Geometry (Å):
C1 6.5200 -1.9674 0.3616  -1.581
H1 6.4848 -3.0568 0.1500  0.292
H2 7.3166 -1.6503 0.6666  0.681
C2 5.3858 -1.6390 1.2283  -0.301
C3 4.1126 -2.2193 0.5910  -0.789
H3 4.1562 -3.1998 0.6989  0.578
H4 4.0491 -1.6211 -0.1357  0.503
C4 2.8618 -1.8277 1.7089  -1.277
N1 1.5894 -2.2992 1.3005  0.552
C5 0.8072 -1.5770 0.3461  -0.242
O1 -0.3995 -2.1382 0.2745  -0.808
C6 1.1787 -0.4177 -0.1336  1.866
H5 2.3547 -0.1019 -0.0915  0.084
C7 1.1258 -0.2753 -1.6798  -0.958
C8 -0.2611 -0.4697 -2.3387  -1.242
N2 -0.9282 0.7896 -1.6652  -0.035
S1 -0.6784 2.2878 -2.5725  1.262
O2 0.1150 3.1507 -1.6794  -0.690
O3 -0.6228 2.0011 -3.8843  -0.635
C9 -2.4451 2.8950 -2.2979  0.292
C10 -2.9832 3.8207 -1.7933  0.817
O4 -4.2618 4.0135 -1.8028  -0.276
N3 -4.7268 2.9511 -2.6968  -0.623
C11 -3.5331 2.3177 -2.8880  -0.042
C12 -3.7757 0.7906 -3.8876  -1.143
H6 -2.8127 1.1043 -4.6299  0.206
H7 -4.3725 0.8848 -4.4954  0.745
H8 -3.5278 0.1206 -3.1699  0.243
C13 -2.2422 5.0074 -0.8542  -1.478
H9 -2.4842 6.0262 -1.3840  0.303
H10 -1.3918 4.7276 -0.8471  0.491
H11 -2.7892 4.8456 -0.0005  0.415
C14 -1.1145 0.8032 -0.2919  -1.969
C15 0.4286 0.8391 0.2309  -1.557
H12 0.3181 0.8098 1.3772  0.384
H13 0.5912 1.8623 0.1356  0.589
H14 -1.7461 1.5199 -0.1225  0.791
H15 -1.5023 0.0675 0.1776  1.055
H16 -0.2627 -0.2760 -3.3099  0.673
H17 -0.7306 -1.2980 -1.7692  0.385
H18 1.8228 -0.9974 -2.1178  0.525
H19 1.7615 0.6958 -1.8704  0.403
C16 1.2886 -3.4925 1.9318  -1.727
C17 1.0196 -3.3028 3.3032  1.532
C18 1.5519 -4.1315 4.3810  -1.129
C19 1.2406 -3.7431 5.5182  -0.258
C20 0.3410 -2.8543 5.9449  -0.265
C21 -0.3537 -2.1163 4.9254  -0.284
C22 -0.2431 -2.4860 3.7219  -1.311
H20 -0.6362 -1.9150 3.1238  0.805
H21 -1.2598 -1.5704 5.3573  0.281
H22 -0.0113 -2.8356 7.0702  0.250
H23 1.6419 -4.3565 6.2786  0.353
H24 2.4103 -4.5780 3.9836  0.383
H25 2.0195 -4.0327 1.6867  0.732
H26 0.2752 -3.5914 1.4747  0.373
H27 2.9347 -0.6972 1.8216  0.458
H28 3.1445 -2.1612 2.8119  0.395
H29 5.3039 -0.5376 1.4479  0.323
H30 5.6144 -1.7546 2.3391  0.358
H31 6.3551 -1.6638 -0.7656  0.244

Atoms 1-6, force components in eV/Å:
C -8.230 -4.150 -6.527
H 0.667 0.262 0.741
H 9.210 3.216 3.158
C -0.514 1.920 2.471
C -0.886 1.838 10.765
H 0.160 -4.525 -1.160

Calculated values
Relative energy (zero: lowest compared OMol25 entry of this formula, charge and spin) ... 553.0 kcal/mol
Spin multiplicity ... 1
HOMO-LUMO gap ... 8.984 eV
M ... 433.6 Da